Entry w
Molecular formula: C6H14O2
Method: DFT, ωB97M-V with the def2-TZVPD basis set

XYZ file:
```
22
Properties=species:S:1:pos:R:3
O -3.374 -0.712 0.511
O -2.793 0.991 -1.161
C 2.930 0.922 0.183
C -0.339 -0.909 0.529
C 2.620 -1.486 0.461
C 2.032 -0.104 0.214
C 0.022 1.268 -0.530
C 0.676 0.024 -0.051
H 2.266 -2.250 -0.226
H 2.579 1.955 0.195
H 3.686 -1.365 0.191
H -4.184 -0.462 0.996
H 0.062 2.029 0.249
H 2.765 -1.973 1.444
H 0.511 1.671 -1.430
H 0.186 -1.853 0.691
H -3.396 1.045 -1.903
H -1.176 -1.106 -0.130
H -0.999 1.075 -0.881
H -3.103 0.235 -0.387
H 3.973 0.852 -0.118
H -0.714 -0.543 1.493
```

For the HOMO energy, the calculation gives -0.2635 Eh. Its LUMO energy is -3.283 eV. The orbital gap comes out at 3.89 eV.

Entry x
Molecular formula: C6H14O2
Method: DFT, ωB97M-V with the def2-TZVPD basis set

XYZ file:
```
22
Properties=species:S:1:pos:R:3
O -3.246 -0.074 0.316
O -1.410 0.275 -1.734
C 2.046 -0.689 0.151
C 0.652 2.015 -0.175
C 0.826 -0.240 0.914
C 0.457 1.193 0.860
C 0.150 -1.013 1.762
C 1.748 -1.355 -1.191
H 2.724 0.149 0.022
H 1.281 1.745 -1.015
H 1.105 -2.223 -1.038
H -1.830 1.119 -1.936
H 2.530 -1.428 0.783
H -0.643 0.487 -1.177
H 2.660 -1.748 -1.635
H -2.613 -0.254 -0.404
H 0.388 -2.065 1.834
H -0.221 1.522 1.642
H -3.950 -0.719 0.162
H 1.189 -0.720 -1.876
H -0.559 -0.645 2.487
H 0.312 3.025 -0.001
```

For the HOMO energy, the calculation gives -0.3327 Eh. Its SMILES is C=CC(=C)CC.O.O. Its LUMO energy is 0.779 eV. The orbital gap comes out at 9.83 eV.

Order from most stable to least stable according to the calculation: entry x, entry w